A molecular structure, C18H26MoN4O2S. Source: the OMol25 dataset; level of theory: the ωB97M-V functional and the def2-TZVPD basis.

Element x y z (Å)
Mo 1.11211 -0.31595 -0.64574
C -1.44149 4.40797 1.82265
C -1.20262 2.94810 1.27629
O -1.36277 2.70355 0.08287
C -0.72772 1.97620 2.25471
C -0.44476 0.64382 2.12552
C -0.34042 -0.25308 3.32027
N -0.09133 0.15176 0.91051
N -0.73711 0.05559 -0.28623
C -2.01063 -0.26513 -0.75114
O -2.21919 -0.05035 -1.93286
C -2.97371 -0.56940 0.28896
C -2.70540 -1.39221 1.37287
C -3.35704 -1.22499 2.58564
C -4.48755 -0.46949 2.68140
C -5.02287 0.02584 1.50865
C -4.28755 0.01692 0.29812
H -0.55740 4.78443 2.35516
H -2.31032 4.34200 2.49952
H -1.61855 5.00122 0.96052
H -0.62291 2.29675 3.35862
H -1.09081 -0.00670 4.10206
H 0.65705 -0.29252 3.81059
H -0.48040 -1.30676 3.07001
H -1.97305 -2.21192 1.26422
H -2.89778 -1.69297 3.47865
H -4.90635 -0.24461 3.67998
H -5.95327 0.54553 1.52127
H -4.62657 0.58679 -0.55803
C 2.15448 -0.97506 -3.37185
C 1.65535 0.48036 -3.39517
N 2.07802 1.04378 -2.01576
C 3.54677 0.88841 -1.70719
C 3.77042 -0.09505 -0.55960
S 2.80062 -1.60480 0.20785
C 2.92313 -2.99029 -0.96694
C 1.78284 -2.99314 -1.96128
N 1.27274 -1.65911 -2.36577
H 3.19993 -1.00749 -3.16229
H 2.14830 -1.58238 -4.31250
H 0.53727 0.59886 -3.46154
H 2.17918 1.08851 -4.20427
H 1.86002 2.03164 -1.84869
H 3.94047 1.93195 -1.34135
H 4.10115 0.57904 -2.57237
H 3.89091 0.50319 0.36056
H 4.69601 -0.63741 -0.69166
H 2.95922 -3.93850 -0.33669
H 3.91398 -3.00247 -1.48186
H 0.90684 -3.52182 -1.60055
H 2.02652 -3.55297 -2.88289
H 0.33625 -1.77562 -2.78326

Properties
gap between HOMO and LUMO (spin up / spin down)	6.17 / 6.25	eV
net charge	+2
2S+1	3
HOMO (spin up / spin down)	-14.13 / -14.02	eV

A single C19H19FN2O2 molecule. Source: the OMol25 dataset; level of theory: the ωB97M-V functional and the def2-TZVPD basis.

Element x y z (Å)
C -5.70660 -2.64652 0.79215
C -4.98564 -1.36813 0.49060
C -5.33658 -0.58475 -0.60065
C -4.67998 0.60452 -0.86117
C -3.65760 1.04680 -0.03291
C -3.30504 0.26343 1.05929
C -3.95908 -0.92630 1.31687
H -3.67327 -1.52124 2.17292
H -2.51353 0.59558 1.71695
C -2.90674 2.31103 -0.33726
H -3.56812 3.05005 -0.79148
H -2.49229 2.73027 0.58064
C -1.74462 2.03558 -1.30786
N -0.85739 1.01664 -0.79520
C 0.12731 1.28875 0.07121
O 0.44622 2.39977 0.43812
C 0.85105 0.02520 0.57834
C 2.28600 0.33030 1.00871
C 3.04452 -0.43938 -0.04724
N 2.27677 -1.10180 -0.82266
O 0.96879 -0.93714 -0.49010
C 4.48765 -0.45578 -0.17701
C 5.28545 0.25616 0.71798
C 6.65737 0.21087 0.56847
C 7.26956 -0.51225 -0.43901
C 6.46822 -1.21446 -1.32609
C 5.09361 -1.19031 -1.19983
H 4.46151 -1.73406 -1.88284
H 6.92670 -1.78394 -2.11996
H 8.34489 -0.51826 -0.51826
F 7.42578 0.89736 1.43990
H 4.85935 0.83808 1.51924
H 2.47107 1.40618 0.95943
H 2.52315 -0.02848 2.01088
H 0.23862 -0.43001 1.36449
H -1.05696 0.05114 -1.00569
H -1.15985 2.94956 -1.43813
H -2.12656 1.70352 -2.27487
H -4.96906 1.19984 -1.71593
H -6.13419 -0.90834 -1.25434
H -6.25869 -2.99716 -0.07625
H -5.00687 -3.42030 1.10185
H -6.41492 -2.49199 1.60675

Properties
gap between HOMO and LUMO	9.19	eV
net charge	0
structure (SMILES)	Cc1ccc(CCNC(=O)[C@@H]2CC(c3cccc(F)c3)=NO2)cc1
energy above the lowest of the compared OMol25 structures with the same formula, charge and spin	19.1	kJ/mol
HOMO	-8.73	eV

A molecular structure, C31H49BrMnN2OP2. Source: the OMol25 dataset; level of theory: the ωB97M-V functional and the def2-TZVPD basis.

Element x y z (Å)
C -8.24530 -3.05462 -2.92442
C -7.83704 -1.73734 -2.63458
C -8.87041 -0.79090 -2.54856
C -10.20696 -1.12967 -2.85754
N -10.52733 -2.38505 -3.19599
C -9.59605 -3.34591 -3.22566
C -6.43767 -1.30925 -2.40785
C -5.28030 -1.01838 -2.14755
C -4.04516 -0.68282 -1.52250
C -3.39023 -1.42673 -0.58097
C -2.37890 -0.86744 0.23649
C -1.96138 0.46842 0.22136
C -2.63729 1.25367 -0.73858
C -3.60848 0.66632 -1.66697
Mn -2.26321 -0.21494 -3.18643
P -0.87968 0.59370 2.50324
H -8.60064 0.21207 -2.25221
H -7.50478 -3.83988 -2.92633
H -10.98184 -0.34707 -2.82394
H -9.89391 -4.37365 -3.49650
H -4.03091 1.23898 -2.51485
H -3.65643 -2.47832 -0.47252
H -2.70307 2.37939 -0.63730
H -2.13967 -1.57281 1.04501
C 0.53576 1.20362 3.43726
C 0.20086 1.97099 4.71068
H 1.22010 1.76558 2.78119
H 1.07391 0.29296 3.71999
H 1.10562 2.29537 5.23908
H -0.39845 2.85874 4.50943
H -0.36316 1.38132 5.44153
C -2.30913 1.64748 2.88468
C -3.54912 0.90743 3.29536
H -2.53911 2.20064 1.95809
H -2.03412 2.39779 3.62888
H -4.40958 1.57040 3.25512
H -3.75364 0.07278 2.63099
H -3.48075 0.52116 4.30662
C -1.11170 -1.05882 3.20495
C -0.92372 -1.17065 4.70812
H -0.38337 -1.68873 2.67246
H -2.09700 -1.47046 2.95736
H -1.10761 -2.20290 5.00390
H 0.06813 -0.91561 5.08047
H -1.64763 -0.56198 5.25045
Br -0.13832 1.42250 0.03496
P -2.04617 5.23711 -0.90452
C -1.95291 4.61618 0.79420
C -1.71366 5.72523 1.84070
H -1.19662 3.82335 0.82348
H -2.93947 4.18523 0.96960
H -2.07770 5.42487 2.83753
H -0.66683 6.04897 1.93725
H -2.29963 6.60931 1.55759
C -0.57567 4.64091 -1.80723
C -0.13780 5.79540 -2.72546
H -0.87802 3.75359 -2.39008
H 0.20274 4.42180 -1.06477
H 0.91061 5.70467 -3.03189
H -0.78640 5.82273 -3.61275
H -0.22169 6.76135 -2.20310
C -3.56158 4.40585 -1.50850
C -4.78415 5.30072 -1.67386
H -3.81702 3.67426 -0.72694
H -3.26620 3.85999 -2.41823
H -5.48239 4.82874 -2.36814
H -5.29451 5.42361 -0.71585
H -4.59701 6.30490 -2.04900
O 0.28236 -0.73908 -1.94518
C 1.41513 -1.30096 -2.02107
C 2.07198 -2.14820 -0.95498
C 2.12125 -3.64912 -1.31567
C 3.28776 -4.11229 -2.16938
C 3.28497 -3.45593 -3.56606
C 3.41029 -1.93257 -3.48997
N 2.19196 -1.17230 -3.12145
H 3.10982 -1.83980 -0.78429
H 1.59256 -2.04652 0.01816
H 2.16317 -4.27342 -0.41603
H 1.20289 -3.93546 -1.83780
H 4.26468 -3.90367 -1.70182
H 3.26837 -5.20344 -2.33644
H 4.15998 -3.79307 -4.14907
H 2.38056 -3.72891 -4.13285
H 4.23660 -1.69048 -2.80690
H 3.65324 -1.54514 -4.48952
H 1.84373 -0.50519 -3.79873

Properties
gap between HOMO and LUMO (spin up / spin down)	4.90 / 4.30	eV
net charge	+2
2S+1	6
energy above the lowest of the compared OMol25 structures with the same formula, charge and spin	221.3	kJ/mol
HOMO (spin up / spin down)	-12.08 / -12.08	eV

A gas-phase ion, C9H17BClFO5P (charge -1). Source: the OMol25 dataset; level of theory: the ωB97M-V functional and the def2-TZVPD basis.

Element x y z (Å)
C -2.53602 2.25047 0.85764
O -1.55090 2.60586 1.89082
C -0.37453 3.29577 1.32425
C 0.96258 2.32751 1.57771
C 1.03722 1.16800 0.38976
C 0.86117 -0.30949 1.11532
C 0.47289 -1.52273 0.07098
C 1.16910 -2.90147 0.66102
C 2.79338 -2.98380 0.41693
O 3.32256 -3.99104 -0.32994
F 3.79440 -2.01520 0.99402
O 0.75321 -1.18561 -1.36392
B -0.55488 -0.97650 -2.05251
P -0.58640 -0.60873 -3.93062
O 0.77446 0.18266 -4.26958
O -1.38015 -2.06063 -1.48522
C -1.16392 -1.85555 -0.01411
Cl -1.84791 -3.11424 1.16422
H -2.10616 2.15873 -0.22692
H -3.00025 1.20320 1.14833
H -3.44054 3.02395 0.94036
H -0.47985 3.59747 0.19707
H -0.18594 4.24946 2.00495
H 1.96922 2.92927 1.56204
H 0.75585 1.76001 2.59283
H 0.12107 1.41433 -0.33472
H 2.00427 1.26662 -0.26265
H 1.84048 -0.51276 1.74601
H -0.02593 -0.23823 1.89407
H 0.91400 -3.03320 1.81935
H 0.69999 -3.86043 0.12723
H -1.08649 -0.00665 -1.60490
H -1.65702 0.34418 -4.23710
H -0.65838 -1.77083 -4.78219
H -1.61058 -0.83040 0.39949

Properties
gap between HOMO and LUMO	7.97	eV
net charge	-1
HOMO	-5.14	eV